Record 1
Density functional theory data (ωB97M-V/def2-TZVPD) for an isolated molecule of Cl4N4.

Summary:
- structure (SMILES) = Cl/N=N/N(Cl)N(Cl)Cl
- multiplicity = 1
- ΔE to the lowest compared entry with this formula, charge and spin (eV) = 0.942

Atoms and positions in Å:
N: -0.65 0.13 -0.28
N: -1.77 -0.15 0.23
N: 0.28 -0.64 -0.35
N: 1.57 -0.11 -0.19
Cl: -2.89 1.10 0.18
Cl: 0.10 -2.19 0.61
Cl: 1.78 0.98 -1.49
Cl: 1.57 0.88 1.29

In elementary charge units, the Mulliken charges are:
1 N 0.446
2 N -0.378
3 N 0.041
4 N 0.011
5 Cl -0.059
6 Cl -0.073
7 Cl 0.016
8 Cl -0.005



Record 2
Density functional theory data (ωB97M-V/def2-TZVPD) for a cluster of 8 separate species, C71H156F2N8O4S2 in total.

Summary:
- total charge = +6
- multiplicity = 1
- ΔE to the lowest compared entry with this formula, charge and spin (eV) = 8.552

Atoms and positions in Å:
C: -4.05 4.33 -8.92
C: -3.07 3.24 -8.56
C: -2.80 3.08 -7.05
C: -2.07 1.75 -6.68
N: -2.53 1.12 -5.35
C: -4.08 0.80 -5.22
C: -4.19 -0.65 -4.75
C: -2.81 -1.18 -4.25
C: -1.90 -0.35 -5.22
C: -2.06 1.87 -4.13
H: -5.02 4.07 -8.50
H: -4.13 4.40 -10.00
H: -3.69 5.29 -8.55
H: -2.16 3.45 -9.12
H: -3.42 2.27 -8.89
H: -3.79 3.07 -6.58
H: -2.26 3.91 -6.58
H: -0.98 1.83 -6.64
H: -2.25 0.91 -7.35
H: -4.60 1.52 -4.59
H: -4.46 1.00 -6.22
H: -5.05 -0.81 -4.10
H: -4.49 -1.28 -5.58
H: -2.71 -1.09 -3.17
H: -2.65 -2.25 -4.35
H: -0.83 -0.33 -4.99
H: -2.06 -0.79 -6.20
H: -2.51 1.52 -3.20
H: -2.36 2.91 -4.27
H: -0.97 1.88 -4.12
C: -0.03 3.34 3.79
C: 0.55 1.97 3.92
C: 1.87 1.77 3.28
C: 2.19 2.45 1.97
N: 3.57 2.02 1.35
C: 3.69 2.75 -0.05
C: 4.39 1.69 -0.95
C: 4.72 0.50 -0.02
C: 3.64 0.52 0.98
C: 4.77 2.40 2.29
H: -0.93 3.58 4.37
H: -0.07 3.81 2.81
H: 0.66 3.97 4.36
H: -0.16 1.22 3.58
H: 0.79 1.70 4.95
H: 1.91 0.68 3.18
H: 2.72 2.06 3.88
H: 2.33 3.53 1.90
H: 1.39 2.30 1.25
H: 4.24 3.68 0.08
H: 2.71 2.98 -0.47
H: 5.32 2.10 -1.35
H: 3.83 1.33 -1.81
H: 5.65 0.75 0.49
H: 4.76 -0.44 -0.57
H: 3.83 -0.09 1.86
H: 2.66 0.34 0.55
H: 4.52 3.36 2.74
H: 5.72 2.53 1.76
H: 4.89 1.57 2.98
C: 9.81 -2.09 1.87
C: 9.38 -3.52 2.09
C: 7.82 -3.67 2.08
C: 7.30 -3.71 0.63
N: 5.86 -4.30 0.43
C: 5.57 -4.39 -1.07
C: 4.06 -4.02 -1.27
C: 3.56 -3.46 0.00
C: 4.76 -3.24 0.90
C: 5.70 -5.67 1.17
H: 10.85 -2.02 1.55
H: 9.63 -1.40 2.70
H: 9.29 -1.69 1.00
H: 9.78 -3.88 3.03
H: 9.82 -4.07 1.25
H: 7.36 -2.95 2.76
H: 7.71 -4.56 2.71
H: 7.92 -4.36 0.01
H: 7.37 -2.68 0.29
H: 5.71 -5.43 -1.37
H: 6.34 -3.78 -1.53
H: 3.46 -4.89 -1.55
H: 3.90 -3.29 -2.06
H: 2.95 -4.22 0.49
H: 3.00 -2.52 -0.01
H: 4.72 -3.33 1.99
H: 5.15 -2.26 0.63
H: 4.80 -5.99 0.64
H: 5.63 -5.52 2.24
H: 6.57 -6.28 0.93
C: -3.93 -0.03 3.19
C: -3.27 1.27 3.66
C: -3.32 2.44 2.66
C: -4.68 3.23 2.73
N: -5.10 4.10 1.51
C: -3.93 4.84 0.74
C: -4.58 6.20 0.39
C: -5.41 6.49 1.62
C: -6.06 5.20 2.01
C: -5.83 3.24 0.43
C: -4.91 2.08 -0.14
C: -5.41 1.37 -1.35
H: -3.41 -0.58 2.41
H: -4.88 0.19 2.71
H: -3.94 -0.70 4.05
H: -2.21 1.01 3.62
H: -3.46 1.46 4.71
H: -3.11 2.02 1.68
H: -2.50 3.12 2.89
H: -4.55 4.01 3.47
H: -5.50 2.58 3.02
H: -3.42 4.28 -0.05
H: -3.08 4.97 1.40
H: -5.07 6.03 -0.56
H: -3.81 6.91 0.09
H: -6.22 7.20 1.46
H: -4.97 6.91 2.53
H: -7.00 5.07 1.47
H: -6.39 5.04 3.04
H: -6.09 4.02 -0.28
H: -6.77 2.86 0.82
H: -4.75 1.23 0.51
H: -3.94 2.41 -0.52
H: -5.23 2.08 -2.16
H: -6.42 0.98 -1.20
H: -4.94 0.42 -1.58
C: 0.18 9.90 -3.45
C: 1.47 8.99 -3.27
C: 1.60 7.68 -4.14
C: 0.76 6.43 -3.74
N: 1.34 5.61 -2.52
C: 0.67 4.14 -2.56
C: -0.69 4.40 -1.85
C: -0.11 5.20 -0.65
C: 0.80 6.22 -1.22
C: 2.86 5.51 -2.51
C: 3.44 4.77 -3.68
C: 4.94 4.89 -3.87
H: 0.35 10.78 -2.82
H: -0.71 9.32 -3.23
H: 0.00 10.14 -4.50
H: 1.71 8.64 -2.27
H: 2.30 9.66 -3.50
H: 2.64 7.47 -4.39
H: 1.25 7.87 -5.16
H: 0.78 5.72 -4.57
H: -0.26 6.78 -3.55
H: 1.30 3.39 -2.07
H: 0.44 3.79 -3.57
H: -1.20 3.45 -1.64
H: -1.39 4.99 -2.43
H: 0.39 4.40 -0.11
H: -0.91 5.60 -0.03
H: 1.66 6.52 -0.61
H: 0.15 7.05 -1.52
H: 3.18 4.97 -1.62
H: 3.35 6.48 -2.45
H: 2.94 4.96 -4.63
H: 3.19 3.73 -3.48
H: 5.57 4.54 -3.05
H: 5.24 5.94 -3.98
H: 5.11 4.26 -4.74
C: 0.00 -7.83 -0.58
C: -0.62 -6.58 0.11
C: -2.16 -6.65 0.04
C: -2.76 -6.34 -1.39
N: -4.28 -6.06 -1.51
C: -4.96 -7.40 -1.24
C: -6.36 -7.33 -1.89
C: -6.14 -6.53 -3.19
C: -4.80 -5.80 -2.99
C: -4.74 -4.92 -0.50
C: -3.99 -3.51 -0.77
C: -4.63 -2.38 0.03
H: -0.37 -7.95 -1.60
H: -0.22 -8.72 0.01
H: 1.08 -7.80 -0.71
H: -0.17 -5.72 -0.37
H: -0.31 -6.56 1.15
H: -2.34 -5.88 0.78
H: -2.53 -7.59 0.46
H: -2.47 -7.13 -2.07
H: -2.23 -5.48 -1.81
H: -4.99 -7.48 -0.15
H: -4.44 -8.19 -1.78
H: -7.06 -6.77 -1.27
H: -6.78 -8.33 -1.97
H: -6.94 -5.79 -3.29
H: -6.09 -7.15 -4.08
H: -4.94 -4.73 -3.07
H: -4.06 -6.17 -3.70
H: -4.52 -5.29 0.50
H: -5.81 -4.82 -0.68
H: -4.18 -3.35 -1.83
H: -2.92 -3.66 -0.61
H: -4.60 -2.63 1.09
H: -5.66 -2.20 -0.29
H: -4.04 -1.47 -0.13
C: 4.20 -2.07 8.35
C: 2.94 -1.28 8.08
C: 1.87 -2.22 7.46
C: 2.20 -2.48 6.03
N: 1.12 -3.10 5.15
C: 1.62 -3.22 3.69
C: 0.39 -3.31 2.88
C: -0.73 -2.52 3.57
C: 0.04 -2.02 4.89
C: 0.44 -4.43 5.66
C: 1.47 -5.47 6.11
C: 0.73 -6.62 6.67
H: 4.96 -1.47 8.84
H: 4.77 -2.33 7.46
H: 4.10 -2.94 9.00
H: 3.04 -0.30 7.60
H: 2.67 -1.05 9.11
H: 0.97 -1.61 7.54
H: 1.66 -3.11 8.04
H: 3.10 -3.10 5.97
H: 2.40 -1.54 5.53
H: 2.37 -4.01 3.69
H: 2.23 -2.42 3.29
H: 0.07 -4.33 2.66
H: 0.46 -2.85 1.90
H: -1.61 -3.11 3.81
H: -1.10 -1.63 3.07
H: -0.63 -2.02 5.76
H: 0.64 -1.12 4.74
H: -0.34 -4.83 5.01
H: -0.06 -4.06 6.55
H: 2.17 -5.06 6.85
H: 2.09 -5.71 5.25
H: 0.10 -7.08 5.91
H: 0.09 -6.35 7.51
H: 1.38 -7.41 7.03
N: 0.38 0.99 -1.47
S: 0.89 -0.48 -2.13
O: -0.09 -1.49 -2.50
O: 2.18 -0.98 -1.68
F: 1.30 0.05 -3.62
S: -0.44 0.36 -0.41
O: 0.34 -0.30 0.68
O: -1.75 -0.18 -0.64
F: -0.84 1.72 0.36

Atom charges from the Mulliken analysis, given in e for atoms 1 to 99:
1 C -1.334
2 C -0.500
3 C -0.642
4 C -0.821
5 N 0.697
6 C -0.658
7 C -1.067
8 C 0.040
9 C -1.203
10 C -1.535
11 H 0.347
12 H 0.405
13 H 0.318
14 H 0.355
15 H 0.358
16 H 0.313
17 H 0.427
18 H 0.489
19 H 0.505
20 H 0.384
21 H 0.596
22 H 0.475
23 H 0.403
24 H -0.432
25 H 0.854
26 H 0.395
27 H 0.594
28 H 0.296
29 H 0.573
30 H 0.309
31 C -1.734
32 C 0.691
33 C -0.051
34 C -0.122
35 N 0.959
36 C 0.347
37 C -0.913
38 C -0.710
39 C 0.182
40 C -1.156
41 H 0.584
42 H 0.197
43 H 0.566
44 H -0.835
45 H 0.538
46 H -0.375
47 H 0.477
48 H 0.697
49 H -0.521
50 H 0.641
51 H -0.977
52 H 0.499
53 H 0.442
54 H 0.569
55 H 0.378
56 H 0.411
57 H -0.641
58 H 0.350
59 H 0.396
60 H 0.409
61 C -1.169
62 C -0.613
63 C -0.610
64 C -0.766
65 N 0.388
66 C -0.666
67 C -0.571
68 C 1.123
69 C -1.015
70 C -1.081
71 H 0.373
72 H 0.314
73 H 0.294
74 H 0.361
75 H 0.312
76 H 0.340
77 H 0.354
78 H 0.624
79 H 0.332
80 H 0.301
81 H 0.416
82 H 0.527
83 H 0.178
84 H 0.163
85 H -0.514
86 H 0.573
87 H -0.133
88 H 0.509
89 H 0.363
90 H 0.298
91 C -1.105
92 C 0.356
93 C 1.565
94 C -1.066
95 N 0.505
96 C -0.341
97 C -0.864
98 C -0.712
99 C -0.602



Record 3
Density functional theory data (ωB97M-V/def2-TZVPD) for a cluster of 2 separate species, C5H14N2PS in total.

Summary:
- total charge = +1
- multiplicity = 1
- ΔE to the lowest compared entry with this formula, charge and spin (eV) = 1.617

Atoms and positions in Å:
C: 0.63 -0.47 -0.63
C: 1.97 1.74 0.83
C: -1.45 -1.67 2.20
C: -2.86 0.00 0.66
C: 2.72 0.91 -0.21
N: -0.36 -0.84 -0.09
N: 1.74 0.02 -1.03
P: -1.85 -1.52 0.41
S: -0.10 -0.66 -3.73
H: 0.42 -0.78 -4.91
H: 1.49 1.29 1.68
H: 2.73 2.39 1.29
H: 1.23 2.52 0.39
H: -2.41 -1.30 2.67
H: -0.58 -0.98 2.45
H: -1.24 -2.64 2.53
H: -3.85 -0.38 1.06
H: -3.12 0.81 -0.04
H: -2.45 0.50 1.49
H: 3.06 1.59 -0.97
H: 3.52 0.29 0.19
H: 2.08 -0.41 -1.88
H: -1.29 -0.40 -4.35

In elementary charge units, the Mulliken charges are:
1 C 0.579
2 C -1.122
3 C -0.816
4 C -0.996
5 C -0.223
6 N -0.105
7 N -0.204
8 P 0.076
9 S -0.361
10 H 0.161
11 H 0.344
12 H 0.354
13 H 0.312
14 H 0.293
15 H 0.237
16 H 0.345
17 H 0.362
18 H 0.330
19 H 0.384
20 H 0.308
21 H 0.293
22 H 0.269
23 H 0.179



Record 4
Density functional theory data (ωB97M-V/def2-TZVPD) for an isolated molecule of C20H23N3O4.

Summary:
- structure (SMILES) = COc1cc(C(=O)NCCc2cn3ccc(C)cc3n2)cc(OC)c1OC
- multiplicity = 1
- ΔE to the lowest compared entry with this formula, charge and spin (eV) = 3.890

Atoms and positions in Å:
C: 2.65 -1.28 2.78
O: 1.33 -0.81 2.58
C: 1.02 0.15 1.67
C: -0.33 0.48 1.68
C: -0.83 1.44 0.81
C: 0.04 2.09 -0.05
C: 1.39 1.80 -0.06
C: 1.90 0.78 0.78
O: 3.23 0.42 0.80
C: 3.97 0.43 -0.40
H: 4.80 -0.27 -0.24
H: 4.37 1.42 -0.61
H: 3.37 0.10 -1.25
O: 2.29 2.45 -0.86
C: 1.81 3.46 -1.71
H: 1.10 3.07 -2.44
H: 1.35 4.27 -1.15
H: 2.69 3.83 -2.24
H: -0.38 2.84 -0.70
C: -2.28 1.76 0.63
O: -2.65 2.54 -0.23
N: -3.16 1.14 1.47
H: -2.80 0.43 2.08
C: -4.51 0.91 1.00
H: -4.70 1.66 0.23
C: -4.64 -0.52 0.41
C: -3.34 -0.90 -0.22
C: -2.76 -0.40 -1.36
N: -1.51 -0.94 -1.42
C: -0.49 -0.77 -2.29
C: 0.68 -1.43 -2.08
C: 0.85 -2.30 -0.98
C: -0.19 -2.45 -0.09
C: -1.39 -1.76 -0.30
N: -2.49 -1.73 0.42
H: -0.11 -3.09 0.77
C: 2.14 -3.03 -0.81
H: 2.37 -3.61 -1.70
H: 2.96 -2.33 -0.65
H: 2.09 -3.70 0.04
H: 1.49 -1.30 -2.78
H: -0.66 -0.10 -3.12
H: -3.13 0.29 -2.10
H: -4.84 -1.23 1.21
H: -5.46 -0.54 -0.31
H: -5.22 1.05 1.83
H: -0.94 -0.07 2.38
H: 2.58 -1.97 3.62
H: 3.01 -1.83 1.90
H: 3.34 -0.47 3.01

In elementary charge units, the Mulliken charges are:
1 C -0.743
2 O -0.434
3 C -0.425
4 C -0.499
5 C -0.304
6 C -0.302
7 C 1.003
8 C 1.179
9 O -0.524
10 C -0.764
11 H 0.306
12 H 0.262
13 H 0.226
14 O -0.419
15 C -0.962
16 H 0.347
17 H 0.369
18 H 0.246
19 H 0.639
20 C 0.365
21 O -0.743
22 N -0.227
23 H 0.277
24 C -0.866
25 H 0.443
26 C -0.959
27 C 0.641
28 C -0.939
29 N 0.374
30 C -0.340
31 C -0.755
32 C 1.486
33 C -0.762
34 C 0.378
35 N -0.742
36 H 0.370
37 C -1.616
38 H 0.463
39 H 0.156
40 H 0.347
41 H 0.416
42 H 0.422
43 H 0.437
44 H 0.347
45 H 0.378
46 H 0.332
47 H 0.357
48 H 0.308
49 H 0.167
50 H 0.284



Record 5
Density functional theory data (ωB97M-V/def2-TZVPD) for a structure of composition C39H41NO2P2Pb.

Summary:
- multiplicity = 1

Atoms and positions in Å:
Pb: 1.81 -1.49 3.85
C: -2.74 0.36 5.83
C: -2.99 0.18 4.52
C: -3.33 1.20 3.49
C: -2.12 1.77 2.75
C: -1.14 2.54 3.60
C: -1.26 2.90 4.86
C: -2.50 2.94 5.70
C: -2.79 1.68 6.57
C: 3.11 0.27 4.10
H: -2.63 -0.52 6.49
H: -2.96 -0.83 4.12
H: -4.00 1.98 3.84
H: -3.93 0.68 2.73
H: -1.56 0.95 2.25
H: -2.50 2.42 1.93
H: -0.25 2.89 3.04
H: -0.38 3.22 5.44
H: -3.39 3.14 5.11
H: -2.38 3.77 6.43
H: -2.05 1.64 7.41
H: -3.79 1.83 7.05
H: 3.83 0.11 4.91
H: 2.41 1.06 4.40
H: 3.62 0.48 3.15
P: 0.09 -2.27 -3.57
P: 2.00 0.25 -3.94
C: -0.56 -0.71 -4.23
C: 0.28 0.33 -4.46
C: -0.71 -3.40 -4.82
C: -1.85 -3.08 -5.56
C: -2.39 -4.00 -6.46
C: -1.78 -5.24 -6.65
C: -0.60 -5.54 -5.95
C: -0.05 -4.62 -5.06
C: -0.99 -2.39 -2.08
C: -0.72 -1.50 -1.03
C: -1.50 -1.52 0.13
C: -2.57 -2.42 0.22
C: -2.84 -3.31 -0.82
C: -2.04 -3.31 -1.97
C: 2.66 0.97 -5.56
C: 2.53 0.18 -6.72
C: 2.90 0.70 -7.96
C: 3.40 2.01 -8.07
C: 3.56 2.78 -6.91
C: 3.20 2.25 -5.66
C: 2.04 1.76 -2.89
C: 3.19 1.90 -2.09
C: 3.37 3.06 -1.32
C: 2.38 4.05 -1.33
C: 1.21 3.89 -2.09
C: 1.04 2.73 -2.86
H: -1.63 -0.63 -4.47
H: -0.05 1.24 -4.97
H: -2.34 -2.11 -5.46
H: -3.29 -3.74 -7.01
H: -2.22 -5.97 -7.33
H: -0.10 -6.50 -6.11
H: 0.89 -4.84 -4.54
H: 0.11 -0.78 -1.12
H: -1.28 -0.84 0.96
H: -3.19 -2.43 1.12
H: -3.68 -4.01 -0.75
H: -2.25 -4.01 -2.78
H: 2.12 -0.82 -6.65
H: 2.79 0.10 -8.86
H: 3.67 2.42 -9.04
H: 3.95 3.79 -6.97
H: 3.32 2.86 -4.77
H: 3.95 1.11 -2.09
H: 4.28 3.18 -0.74
H: 2.53 4.96 -0.75
H: 0.44 4.66 -2.09
H: 0.12 2.61 -3.43
O: 1.53 -3.10 6.46
C: 1.25 -1.99 6.91
C: 0.91 -1.54 8.32
C: 0.84 -0.02 8.23
C: 0.86 0.26 6.74
O: 0.60 1.31 6.17
N: 1.24 -0.89 6.08
H: -0.08 -1.94 8.61
H: 1.65 -1.86 9.06
H: -0.07 0.39 8.68
H: 1.73 0.42 8.70

In elementary charge units, the Mulliken charges are:
1 Pb 0.877
2 C -0.500
3 C -0.267
4 C -0.995
5 C 0.276
6 C -0.562
7 C -0.256
8 C -0.970
9 C -0.383
10 C -1.295
11 H 0.404
12 H 0.381
13 H 0.416
14 H 0.473
15 H -0.282
16 H 0.355
17 H 0.428
18 H 0.336
19 H 0.340
20 H 0.399
21 H 0.053
22 H 0.397
23 H 0.333
24 H 0.256
25 H 0.415
26 P 0.049
27 P -0.042
28 C -0.858
29 C -0.501
30 C 0.346
31 C 0.205
32 C -0.615
33 C -0.494
34 C -0.492
35 C -0.488
36 C 0.576
37 C -0.808
38 C -0.140
39 C -0.499
40 C -0.614
41 C -0.368
42 C 0.292
43 C -0.342
44 C -0.592
45 C -0.433
46 C -0.597
47 C -0.237
48 C 0.350
49 C -0.462
50 C -0.594
51 C -0.503
52 C -0.713
53 C 0.119
54 H 0.552
55 H 0.874
56 H 0.127
57 H 0.387
58 H 0.358
59 H 0.375
60 H 0.360
61 H 0.357
62 H 0.282
63 H 0.382
64 H 0.365
65 H 0.312
66 H 0.407
67 H 0.364
68 H 0.358
69 H 0.376
70 H 0.261
71 H 0.357
72 H 0.423
73 H 0.405
74 H 0.414
75 H 0.325
76 O -0.712
77 C 0.582
78 C -0.531
79 C -0.249
80 C 0.083
81 O -0.560
82 N -0.220
83 H 0.254
84 H 0.280
85 H 0.174
86 H 0.304



Record 6
Density functional theory data (ωB97M-V/def2-TZVPD) for an isolated molecule of C5H4F4O3.

Summary:
- structure (SMILES) = C[C@]1(C(F)F)OC(=O)OC1(F)F
- multiplicity = 1
- ΔE to the lowest compared entry with this formula, charge and spin (eV) = 0.268

Atoms and positions in Å:
C: -0.85 -1.97 0.37
C: -0.15 0.19 -0.07
C: 0.79 -0.57 1.10
C: -0.77 1.55 0.27
C: 0.69 0.37 -1.40
O: -1.47 -2.93 0.37
O: -1.12 -0.86 -0.32
O: 0.23 -1.78 1.21
F: 0.71 0.13 2.21
F: 2.08 -0.71 0.83
F: -0.26 0.78 -2.28
F: 1.19 -0.75 -1.92
H: -1.62 1.60 -0.45
H: 0.10 2.29 -0.06
H: -1.02 1.52 1.44
H: 1.47 1.16 -1.29

In elementary charge units, the Mulliken charges are:
1 C 0.551
2 C 0.581
3 C 0.951
4 C -1.101
5 C 0.053
6 O -0.415
7 O -0.416
8 O -0.361
9 F -0.310
10 F -0.291
11 F -0.283
12 F -0.273
13 H 0.351
14 H 0.277
15 H 0.325
16 H 0.360



Record 7
Density functional theory data (ωB97M-V/def2-TZVPD) for a cluster of 2 separate species, C5H12NO in total.

Summary:
- total charge = +1
- multiplicity = 1
- ΔE to the lowest compared entry with this formula, charge and spin (eV) = 0.906

Atoms and positions in Å:
C: -1.29 2.53 -1.43
C: -0.83 1.11 -1.40
C: 0.42 0.73 -1.59
N: 0.76 -0.71 -1.44
H: -0.52 3.10 -1.95
H: -2.21 2.59 -2.01
H: -1.48 2.98 -0.45
H: -1.50 0.32 -1.03
H: 1.27 1.34 -1.85
H: 0.41 -1.12 -0.54
H: 0.43 -1.27 -2.23
H: 1.78 -0.80 -1.45
O: 0.09 -1.91 1.00
C: 0.15 -0.90 1.69
C: 0.57 -0.79 3.11
H: -0.22 0.04 1.23
H: -0.26 -1.03 3.78
H: 0.80 0.26 3.30
H: 1.42 -1.45 3.31

In elementary charge units, the Mulliken charges are:
1 C -1.106
2 C 0.039
3 C -0.421
4 N -0.117
5 H 0.343
6 H 0.329
7 H 0.290
8 H 0.380
9 H 0.278
10 H 0.239
11 H 0.401
12 H 0.390
13 O -0.624
14 C 0.491
15 C -1.053
16 H 0.188
17 H 0.311
18 H 0.336
19 H 0.305



no.,calculated total energy (hartree)
1,-2059.5437
2,-4531.5646
3,-1047.6680
4,-1241.1363
5,-2591.4157
6,-818.1162
7,-327.4263